No. 1
Formula: C24H50N4O3PPmSi2Te
Source: OMol25
Level of theory: wB97M-V/def2-TZVPD

Properties
**Highest occupied orbital energy (alpha / beta)**: -6.1671 / -6.0669 eV
**Gap between HOMO and LUMO (alpha / beta)**: 6.3 / 6.2 eV
**Multiplicity**: 5
**Relative energy (zero: lowest compared OMol25 entry of this formula, charge and spin)**: 6.03 kcal per mole

```
86
Properties=species:S:1:pos:R:3:mulliken_spin:R:1
Pm -0.071 -0.313 0.532 4.077
C -0.329 -3.845 2.704 -0.001
C 0.411 -2.728 3.267 0.001
N -0.433 -1.570 3.165 -0.003
C -0.077 -0.464 4.069 0.003
C 1.323 0.023 3.920 -0.002
N 1.523 0.580 2.588 -0.003
C 2.949 0.953 2.423 0.001
C 3.674 -0.301 1.825 -0.001
C 3.324 -0.483 0.339 0.005
N 2.232 -1.389 0.129 0.001
C 2.515 -2.800 0.342 0.002
C 1.367 -3.786 -0.056 -0.001
N 0.095 -3.185 0.300 -0.006
C -0.807 -3.720 1.253 0.010
H -1.279 -4.095 3.216 0.000
H 0.242 -4.812 2.794 0.000
H 1.311 -2.613 2.732 0.000
H 0.673 -2.994 4.309 0.000
H -1.399 -1.818 3.267 0.000
H -0.171 -0.904 5.123 0.000
H -0.767 0.335 3.930 -0.001
H 2.002 -0.812 4.137 -0.001
H 1.463 0.702 4.780 0.000
H 0.986 1.421 2.625 0.001
H 3.309 1.216 3.392 0.000
H 3.038 1.814 1.806 0.000
H 3.579 -1.219 2.387 0.000
H 4.726 -0.048 1.835 0.000
H 4.234 -0.847 -0.099 0.000
H 3.037 0.479 -0.094 -0.002
H 1.841 -1.261 -0.829 -0.012
H 2.782 -3.079 1.315 0.000
H 3.456 -3.166 -0.177 0.000
H 1.590 -4.756 0.389 0.000
H 1.303 -3.985 -1.115 0.001
H -0.400 -2.967 -0.595 -0.002
H -1.188 -4.731 0.980 0.000
H -1.658 -2.989 1.331 -0.007
C -4.531 -0.593 0.188 -0.005
Si -2.801 -1.030 -0.556 -0.025
C -2.891 -2.878 -1.059 -0.004
C -2.663 -0.071 -2.235 0.006
C -3.847 0.470 -2.722 0.000
C -3.918 1.141 -3.931 0.000
C -2.767 1.256 -4.735 -0.001
C -1.593 0.681 -4.261 -0.002
C -1.500 0.016 -2.999 -0.008
Si 0.169 -0.762 -2.605 -0.009
C 1.565 0.282 -3.500 -0.005
C 0.315 -2.276 -3.728 -0.002
H -5.275 -1.104 -0.378 -0.001
H -4.762 0.480 0.119 0.000
H -4.626 -0.900 1.247 0.001
H -3.770 -3.092 -1.705 0.000
H -2.909 -3.491 -0.184 0.000
H -2.004 -3.179 -1.671 0.002
H -4.778 0.345 -2.101 0.000
H -4.908 1.525 -4.204 0.000
H -2.850 1.614 -5.720 0.000
H -0.731 0.767 -4.893 0.000
H 1.558 0.170 -4.562 0.000
H 2.510 -0.056 -3.102 0.001
H 1.569 1.355 -3.258 0.000
H 0.147 -1.957 -4.787 0.000
H -0.428 -3.064 -3.583 0.000
H 1.305 -2.745 -3.680 0.000
C -1.548 4.496 -2.701 0.000
C -0.903 3.341 -1.966 0.000
O -0.026 3.929 -0.922 0.000
P 0.186 3.067 0.438 0.000
O 0.757 1.764 -0.061 -0.003
Te -1.703 2.521 1.741 -0.005
O 1.337 3.871 1.177 0.001
C 1.097 5.036 1.967 0.000
C 2.444 5.567 2.329 0.000
H -2.350 4.152 -3.253 0.000
H -0.866 4.978 -3.431 0.000
H -1.957 5.264 -2.076 0.000
H -0.266 2.827 -2.681 0.000
H -1.620 2.632 -1.514 0.000
H 0.438 4.895 2.787 0.000
H 0.567 5.817 1.404 0.000
H 3.025 4.936 3.006 0.000
H 2.394 6.568 2.739 0.000
H 3.001 5.594 1.386 0.000
```

---

No. 2
Formula: C24H51BrO3Si
Source: OMol25
Level of theory: wB97M-V/def2-TZVPD

Properties
**Highest occupied orbital energy**: -10.2949 eV
**Gap between HOMO and LUMO**: 10.8 eV
**SMILES**: CC(=O)OCCCCCCCC[SiH2]CC(=O)Br.CCCCCC.CCCCCC

```
80
Properties=species:S:1:pos:R:3:mulliken_charge:R:1
C -4.683 0.736 5.382 -0.969
C -4.674 -0.250 4.252 0.627
O -5.594 -0.369 3.471 -0.548
O -3.523 -0.981 4.123 -0.252
C -3.589 -2.195 4.875 -0.632
C -2.225 -2.873 4.852 -0.728
C -2.156 -4.067 3.908 -0.558
C -1.016 -5.048 4.237 -0.994
C -0.034 -5.209 3.091 -1.043
C 1.006 -4.076 3.021 -0.393
C 1.337 -3.735 1.586 -0.640
C 2.636 -2.913 1.423 -0.871
Si 2.223 -1.104 1.062 0.442
C 2.136 -0.776 -0.819 -0.185
C 0.879 -1.253 -1.457 0.265
O -0.097 -0.578 -1.713 -0.479
Br 0.865 -3.151 -1.992 -0.178
H -4.600 1.722 4.946 0.306
H -3.848 0.576 6.047 0.327
H -5.622 0.676 5.901 0.313
H -4.344 -2.834 4.438 0.365
H -3.866 -1.982 5.902 0.421
H -1.506 -2.129 4.540 0.222
H -1.973 -3.163 5.862 0.464
H -1.987 -3.707 2.902 0.255
H -3.107 -4.581 3.919 0.526
H -0.518 -4.752 5.151 0.445
H -1.457 -6.019 4.425 0.372
H 0.487 -6.149 3.213 0.444
H -0.567 -5.251 2.150 0.436
H 1.892 -4.424 3.534 0.401
H 0.650 -3.213 3.574 0.180
H 0.507 -3.214 1.131 0.374
H 1.451 -4.668 1.052 0.306
H 3.171 -3.279 0.554 0.412
H 3.281 -3.008 2.283 0.484
H 0.874 -0.871 1.628 -0.155
H 3.207 -0.174 1.659 -0.240
H 2.952 -1.251 -1.346 0.513
H 2.130 0.294 -0.968 -0.026
C -0.607 0.828 -8.212 -1.204
C 0.682 1.459 -7.694 -0.333
C 1.799 0.447 -7.446 -0.779
C 1.484 -0.610 -6.386 -0.905
C 1.124 -0.054 -5.010 0.276
C 2.249 0.750 -4.365 -0.921
H -1.034 0.132 -7.488 0.287
H -1.358 1.592 -8.414 0.377
H -0.427 0.282 -9.140 0.296
H 0.473 2.022 -6.780 0.239
H 1.036 2.190 -8.426 0.382
H 2.708 0.986 -7.166 0.305
H 2.030 -0.063 -8.386 0.409
H 2.353 -1.269 -6.286 0.402
H 0.666 -1.245 -6.734 0.340
H 0.872 -0.892 -4.356 -0.091
H 0.224 0.563 -5.073 0.222
H 3.151 0.142 -4.258 0.246
H 1.955 1.093 -3.371 0.068
H 2.505 1.634 -4.951 0.389
C -0.565 2.323 0.216 -1.041
C 0.777 2.973 0.540 0.137
C 0.753 3.811 1.817 -0.890
C -0.208 5.000 1.784 -0.794
C 0.034 5.992 0.648 -0.339
C 1.405 6.660 0.706 -1.201
H -1.339 3.070 0.033 0.378
H -0.493 1.701 -0.675 0.240
H -0.898 1.686 1.039 0.238
H 1.104 3.582 -0.307 0.263
H 1.533 2.189 0.661 -0.048
H 1.766 4.166 2.027 0.352
H 0.480 3.167 2.658 0.398
H -0.135 5.530 2.740 0.408
H -1.237 4.636 1.722 0.304
H -0.737 6.765 0.696 0.383
H -0.091 5.497 -0.318 0.240
H 1.541 7.189 1.651 0.296
H 1.516 7.385 -0.102 0.379
H 2.213 5.934 0.606 0.282
```

---

No. 3
Formula: C24H51F10GaNO9P2S
Source: OMol25
Level of theory: wB97M-V/def2-TZVPD

Properties
**Highest occupied orbital energy**: -4.8519 eV
**Gap between HOMO and LUMO**: 6.7 eV
**Total charge**: -1

```
99
Properties=species:S:1:pos:R:3:mulliken_charge:R:1
C 7.661 -5.403 4.199 -1.462
C 6.365 -5.027 3.466 -0.360
C 5.934 -3.583 3.670 0.406
F 5.268 -3.522 4.936 -0.409
Ga 4.732 -2.830 2.207 -1.021
C 4.243 -0.920 2.728 -0.896
C 2.977 -0.821 3.604 -1.062
C 1.699 -0.863 2.716 0.198
C 0.910 -2.136 3.037 -0.853
C -0.270 -2.399 2.111 1.042
F -1.461 -2.055 2.662 -0.360
F -0.149 -1.580 1.018 -0.252
C -0.344 -3.803 1.457 0.379
F 0.782 -3.981 0.743 -0.164
F -1.362 -3.850 0.576 -0.312
S -0.499 -5.294 2.621 1.395
F 1.051 -5.298 2.892 -0.254
F -0.767 -4.383 3.890 -0.311
F -2.071 -5.373 2.370 -0.333
F -0.276 -6.259 1.372 -0.329
F -0.629 -6.570 3.543 -0.320
N 5.848 -2.682 0.549 0.175
C 7.266 -2.517 0.893 -0.979
C 5.725 -3.675 -0.385 0.696
C 4.418 -4.439 -0.540 -0.786
O 6.641 -3.966 -1.166 -0.741
H 8.065 -6.353 3.838 0.380
H 8.438 -4.653 4.036 0.354
H 7.504 -5.515 5.273 0.317
H 6.521 -5.243 2.405 0.277
H 5.580 -5.693 3.831 0.318
H 6.849 -2.988 3.762 0.295
H 3.383 -3.649 1.995 -0.010
H 4.128 -0.347 1.802 0.458
H 5.095 -0.491 3.267 0.546
H 3.003 0.089 4.207 0.414
H 2.973 -1.699 4.257 0.443
H 1.095 0.014 2.942 0.521
H 2.054 -0.864 1.691 -0.316
H 0.497 -2.038 4.042 0.262
H 1.607 -2.971 3.059 0.085
H 7.801 -2.028 0.075 0.355
H 7.362 -1.869 1.765 0.293
H 7.776 -3.469 1.062 0.276
H 4.592 -5.198 -1.299 0.375
H 4.131 -4.933 0.384 0.185
H 3.601 -3.800 -0.875 0.065
O 1.073 1.892 -0.024 -0.784
P 0.433 1.772 -1.340 0.921
O 1.499 1.147 -2.369 -0.312
C 1.987 -0.190 -2.139 -0.260
C 0.935 -1.254 -2.384 -0.893
O 0.342 3.300 -1.883 -0.331
C 0.701 4.411 -1.067 -0.337
C 2.141 4.816 -1.302 -1.125
O -0.925 1.279 -1.970 -0.122
C -1.644 1.912 -3.039 0.098
C -0.899 1.948 -4.353 -1.134
H 2.377 -0.262 -1.122 0.220
H 2.823 -0.321 -2.824 0.283
H 0.129 -1.193 -1.651 0.140
H 1.383 -2.245 -2.309 0.427
H 0.488 -1.136 -3.373 0.252
H 0.519 4.197 -0.015 0.343
H 0.033 5.228 -1.353 0.311
H 2.810 3.964 -1.179 0.273
H 2.439 5.602 -0.606 0.386
H 2.270 5.191 -2.319 0.300
H -1.969 2.906 -2.737 0.203
H -2.550 1.319 -3.161 0.214
H -0.013 2.577 -4.300 0.267
H -1.561 2.350 -5.122 0.435
H -0.578 0.949 -4.647 0.231
O -6.050 3.394 -3.874 -0.767
P -6.834 3.926 -2.757 0.863
O -5.934 4.827 -1.785 -0.226
C -5.301 6.009 -2.296 -0.303
C -6.285 7.123 -2.598 -1.003
O -7.135 2.699 -1.759 -0.246
C -6.716 1.363 -2.053 -0.433
C -5.378 1.067 -1.414 -0.809
O -8.249 4.608 -2.709 -0.318
C -9.245 4.405 -1.691 -0.195
C -8.820 4.866 -0.317 -0.937
H -4.722 5.752 -3.186 0.313
H -4.600 6.327 -1.525 0.316
H -6.944 6.857 -3.426 0.283
H -5.751 8.033 -2.870 0.409
H -6.916 7.325 -1.732 0.188
H -6.689 1.193 -3.128 0.359
H -7.483 0.704 -1.642 0.307
H -4.636 1.818 -1.685 0.052
H -5.014 0.085 -1.721 0.409
H -5.461 1.075 -0.326 0.310
H -9.567 3.366 -1.688 0.250
H -10.100 4.995 -2.022 0.337
H -7.998 4.271 0.075 0.262
H -9.665 4.772 0.366 0.391
H -8.497 5.907 -0.338 0.203
```

---

Number 1: electronic energy -86696.59132 eV. Number 2: electronic energy -109778.25341 eV. Number 3: electronic energy -154601.56212 eV.